Formula: C4H4CdO6
Source: the OMol25 dataset
Level of theory: ωB97M-V/def2-TZVPD

Last column: Löwdin charge in e.
Positions of all 15 atoms, in Å:
O -0.5415 -1.4243 0.2045  -0.277
C -1.5190 -1.7407 1.0905  -0.897
O -1.0538 -1.8648 2.2956  -0.229
O -2.6997 -1.7464 0.7601  0.020
Cd 0.7858 -1.3735 1.7692  1.504
O 1.8590 0.5421 -1.1564  0.045
C 1.9069 0.5588 0.1165  -0.626
C -0.0536 0.3795 -1.3685  0.197
O 2.2441 -0.4030 0.8459  -0.118
O 0.8126 1.1786 0.6420  -0.056
C -0.1767 1.5281 -0.3500  -0.096
H -0.6016 0.7538 -2.2445  0.106
H 0.1305 -0.5348 -1.9401  0.134
H -1.1624 1.6397 0.1101  0.152
H 0.0694 2.5068 -0.7750  0.142

Output
**LUMO**: -1.79 eV
**Kohn-Sham gap**: 0.2486 Ha
**HOMO level**: -8.56 eV
**E_tot**: -773.81501 Ha